16
Properties=species:S:1:pos:R:3:forces:R:3:mulliken_charge:R:1 method="wB97M-V/def2-TZVPD" e_homo_ev=-3.74 relative_energy_kj_mol=135.9 orbital_gap_ev=7.23 molar_mass_da=127.12 charge=-1 multiplicity=1
C 0.16999 -1.46005 2.72203 3.5 -2.4 -0.2 -0.868
C -0.77218 0.92240 -1.07529 1.0 -1.2 -2.4 -0.965
C 0.00043 -0.78533 1.57967 -2.1 -0.5 1.2 -0.206
C 0.26832 -0.10024 -0.79477 2.5 -0.8 -2.0 -0.342
C -0.68304 2.44156 -2.16062 -0.9 -1.3 0.9 0.597
C 0.62207 -0.87039 0.29251 0.2 1.2 -0.3 1.052
O 0.06548 2.36532 -3.11731 0.6 -0.2 0.1 -0.626
O -1.59940 3.18253 -1.81785 0.5 -0.1 0.2 -0.629
O 1.79042 -1.68007 0.36490 -1.0 0.9 -1.1 -0.555
H -0.40518 -1.37306 3.59097 -1.4 0.7 0.8 0.304
H 0.98388 -2.25728 2.96856 -1.0 1.6 -1.1 0.201
H -1.32580 0.31405 -1.86051 -0.4 1.0 1.0 0.162
H -1.23736 1.10537 -0.16611 -1.7 0.8 1.2 0.285
H -0.96043 -0.29089 1.68275 0.2 0.8 -0.8 0.174
H 0.84561 -0.25940 -1.84013 -0.7 -0.1 2.5 0.129
H 2.23720 -1.25451 -0.36881 1.0 -0.5 -0.3 0.287

***

9
Properties=species:S:1:pos:R:3:forces:R:3:mulliken_charge:R:1 method="wB97M-V/def2-TZVPD" e_homo_ev=-9.84 relative_energy_kj_mol=76.8 smiles="C=CCl.S" orbital_gap_ev=10.68 molar_mass_da=96.58 charge=0 multiplicity=1
C 1.12678 0.56626 -0.52365 -1.8 -2.0 -0.9 -0.697
C 0.99977 -0.68780 -0.12676 -0.9 0.1 -1.1 -0.014
S -2.86899 0.26411 0.50230 0.7 -0.5 0.7 -0.272
Cl 2.10651 -1.24032 1.08372 -0.5 -0.7 0.0 -0.198
H 1.86251 1.10847 -0.05231 1.3 1.9 0.4 0.325
H -1.90829 0.79762 -0.26398 0.0 0.0 0.1 0.115
H 0.44191 0.82955 -1.32887 0.5 0.7 0.2 0.256
H 0.20471 -1.29841 -0.65850 1.4 0.0 1.4 0.328
H -1.96492 -0.33948 1.36804 -0.7 0.6 -0.8 0.158

***

49
Properties=species:S:1:pos:R:3:forces:R:3:mulliken_charge:R:1 method="wB97M-V/def2-TZVPD" e_homo_ev=-9.02 relative_energy_kj_mol=256.9 smiles="C[C@H](C(=O)OCCOCCO)c1ccc2c(c1)C(=O)Cc1ccccc1O2" orbital_gap_ev=8.81 molar_mass_da=370.40 charge=0 multiplicity=1
O 4.73508 1.69619 1.12737 -1.8 -1.5 0.6 -0.650
O 0.93056 2.21660 -2.84727 -1.1 -0.5 1.1 -0.602
O 2.63336 -1.45712 3.08024 0.0 -0.9 -1.1 -0.555
O -5.48659 -0.15603 -1.31358 -0.2 0.0 0.2 -0.540
O -0.42492 1.36798 -1.16542 2.3 -1.3 -1.3 -0.065
O -3.32775 2.00073 -1.04298 0.5 -0.5 1.2 -0.377
C 4.02205 0.87164 1.72817 2.1 1.4 -0.7 0.627
C 0.52941 1.29936 -2.16696 0.8 -0.5 -0.3 0.274
C 0.72437 0.41004 5.58915 -0.9 1.9 0.3 -0.530
C 1.43827 1.64817 5.65442 0.0 -0.9 0.1 -0.573
C 1.68290 -1.96174 1.01542 -0.5 0.9 -1.1 -0.656
C 1.05335 -0.55921 4.67442 0.3 -0.4 0.0 -0.600
C 2.58940 1.74913 4.84445 -0.3 -2.4 -0.3 -0.770
C 1.19773 -1.63923 -0.26402 1.7 0.6 1.7 -1.217
C 2.72914 0.22459 -0.25987 0.0 0.6 0.6 -0.643
C 2.56622 -1.15384 1.71362 -1.3 -0.3 0.5 0.797
C 2.15297 -0.46903 3.88139 2.2 2.8 0.4 0.622
C 3.09513 -0.05924 1.10929 0.3 1.6 -3.0 -0.136
C 2.98136 0.66668 3.98375 -1.3 0.7 1.2 0.644
C 1.72308 -0.46436 -0.87156 -0.8 -2.2 -0.4 0.883
C 4.23508 0.68375 3.18825 -0.5 -1.8 -0.8 -1.198
C 2.38630 -0.07038 -3.26143 -0.1 -2.1 -0.3 -1.581
C -4.53974 0.28415 -2.27358 0.5 1.9 3.0 -0.894
C -0.93501 2.59990 -0.87472 -1.5 4.6 0.9 -0.405
C -3.17887 0.67641 -1.59610 -1.3 -0.5 0.0 0.209
C -2.26820 2.40660 -0.15882 -0.7 1.2 0.9 -0.650
C 1.21817 -0.11533 -2.25846 0.3 0.7 -0.6 0.211
H -5.80167 0.62588 -0.84346 0.1 -0.2 0.0 0.319
H -0.21642 0.25810 6.15308 0.8 0.2 -0.1 0.327
H 1.13134 2.44637 6.39120 0.5 -1.0 -1.1 0.326
H 1.28568 -2.66130 1.68766 -0.8 -1.5 0.1 0.494
H 0.54716 -1.46990 4.58358 -1.2 -1.2 0.2 0.515
H 3.33535 2.49031 4.95012 0.2 1.2 0.1 0.443
H 0.49245 -2.28588 -0.74498 -0.4 0.0 -0.2 0.473
H 3.14464 1.06713 -0.86612 0.0 -0.6 1.3 0.503
H 4.91466 1.42373 3.36728 1.6 2.1 1.4 0.583
H 4.81195 -0.26889 3.20246 -0.5 0.2 0.5 0.322
H 2.26191 0.41094 -4.19002 -1.3 0.6 -1.2 0.462
H 3.20358 0.49622 -2.92249 1.3 0.2 1.0 0.340
H 2.67978 -1.12928 -3.57543 -0.1 1.3 0.9 0.336
H -4.99910 1.05587 -2.85854 0.2 0.9 -0.4 0.366
H -4.34350 -0.48876 -2.90013 0.5 -2.6 -1.8 0.459
H -1.16831 3.19569 -1.78155 0.3 -0.5 0.1 0.307
H -0.31256 3.39100 -0.24144 -0.5 -2.2 -1.0 0.343
H -2.91035 -0.19546 -0.84522 -0.3 2.0 -1.2 0.171
H -2.45696 0.78248 -2.39548 0.5 -0.5 -0.1 0.121
H -2.12602 1.73034 0.65732 0.1 -1.4 0.3 0.359
H -2.60790 3.30324 0.51116 0.5 -0.9 -2.1 0.346
H 0.60112 -0.94458 -2.64449 -0.5 0.7 0.5 0.459

***

64
Properties=species:S:1:pos:R:3:forces:R:3:mulliken_charge:R:1 method="wB97M-V/def2-TZVPD" e_homo_ev=-8.16 relative_energy_kj_mol=244.6 smiles="Cc1cc(C)cc(C(=O)N[C@@H](CC(N)=O)c2ccc(NCCN3CCCC3)c([N+](=O)[O-])c2)c1" orbital_gap_ev=7.78 molar_mass_da=453.54 charge=0 multiplicity=1
C -6.86727 -3.83914 -0.55626 0.0 0.1 0.0 -1.496
C -6.05105 -2.68496 -0.05812 0.1 0.0 0.0 0.936
C -5.01106 -2.16920 -0.81394 0.1 0.1 0.0 -1.096
C -4.27336 -1.07929 -0.36321 -0.2 -0.3 0.2 0.972
C -4.56746 -0.51555 0.87260 0.0 -0.1 -0.2 -0.668
C -5.60254 -1.02292 1.64714 -0.1 0.0 0.0 0.495
C -6.33764 -2.09837 1.16878 0.1 0.1 0.0 -0.702
H -7.14735 -2.49422 1.76666 -0.1 0.0 0.1 0.391
C -5.89862 -0.42504 2.98946 0.1 0.0 0.0 -1.546
H -5.76091 0.65370 2.96890 0.0 0.1 0.1 0.366
H -6.91688 -0.64693 3.29960 -0.1 0.0 0.1 0.380
H -5.21843 -0.83476 3.73676 0.0 0.0 0.1 0.321
H -3.98557 0.30778 1.26104 0.1 0.1 0.0 0.489
C -3.17104 -0.58348 -1.23455 0.1 0.2 0.0 0.267
O -2.59067 -1.29227 -2.03924 0.1 -0.1 -0.1 -0.684
N -2.87950 0.72926 -1.09323 -0.1 0.3 0.1 0.006
H -3.35887 1.30965 -0.41698 -0.1 -0.1 -0.1 0.249
C -1.80745 1.34463 -1.84068 0.1 -0.2 -0.1 -0.629
C -0.45440 0.96550 -1.27784 0.1 -0.1 -0.1 0.413
C -0.16626 1.11624 0.05666 0.2 -0.1 0.0 0.224
C 1.08568 0.77287 0.58326 -0.4 -0.2 -1.3 -1.386
C 2.08482 0.19801 -0.24785 -0.2 0.2 0.3 1.717
N 3.28362 -0.16758 0.22803 0.5 -0.1 0.6 -0.217
C 4.36561 -0.71492 -0.54870 0.1 -0.1 -0.1 -0.873
C 5.55723 -0.99923 0.36867 -0.2 0.0 -0.2 -0.891
N 6.63716 -1.59672 -0.39701 -0.3 -0.1 0.0 -0.006
C 7.57366 -2.37388 0.39836 0.2 -0.1 0.1 -0.775
C 8.58433 -1.37199 0.98897 -0.1 -0.1 0.0 -0.485
H 8.24335 -1.02522 1.96455 0.0 0.0 0.0 0.228
H 9.56662 -1.82227 1.11352 0.0 0.0 0.1 0.381
C 8.58996 -0.22334 -0.03123 -0.1 0.1 0.0 -0.610
H 9.55525 -0.11725 -0.52207 0.0 0.1 0.0 0.352
H 8.35058 0.72677 0.44564 0.1 0.0 0.0 0.250
C 7.49463 -0.61770 -1.04959 0.1 0.1 -0.2 -0.726
H 7.94776 -1.10469 -1.91705 0.0 0.1 0.0 0.402
H 6.91947 0.23821 -1.39898 0.0 0.0 -0.1 0.263
H 8.08490 -3.06047 -0.28239 0.0 -0.1 0.1 0.364
H 7.05699 -2.95998 1.15665 0.0 -0.1 0.0 0.388
H 5.85437 -0.06792 0.87592 0.0 0.0 0.1 0.304
H 5.23714 -1.71312 1.13129 0.0 0.0 0.0 0.455
H 4.06445 -1.65223 -1.03074 0.1 0.1 0.0 0.318
H 4.65989 -0.01041 -1.33618 0.0 -0.1 0.0 0.420
H 3.42229 -0.05034 1.22812 -0.2 0.0 -0.4 0.386
C 1.75613 0.04740 -1.61312 0.2 0.0 0.0 -0.328
C 0.53530 0.42210 -2.10738 -0.1 0.1 0.3 -1.507
H 0.32049 0.27696 -3.15525 0.0 -0.1 -0.1 0.364
H 2.48630 -0.38786 -2.27476 0.1 -0.1 -0.1 0.456
N 1.29735 1.05474 1.94850 0.1 0.3 0.8 1.124
O 0.45741 1.70919 2.54333 0.0 0.0 0.1 -0.676
O 2.32950 0.66076 2.49404 0.0 0.0 0.1 -0.789
H -0.90300 1.49761 0.74691 0.0 0.0 0.0 0.674
H -1.86178 0.96167 -2.86880 0.0 0.1 0.2 0.617
C -2.00436 2.87442 -1.85951 -0.2 -0.3 0.1 -1.054
C -2.12328 3.41272 -0.44502 0.3 0.3 -0.5 0.378
O -3.08123 3.16604 0.26136 -0.4 -0.2 0.3 -0.666
N -1.09971 4.17998 -0.02093 0.2 0.3 0.2 -0.333
H -1.09608 4.48106 0.94119 0.0 0.0 0.0 0.260
H -0.26338 4.30535 -0.56178 0.0 -0.1 0.0 0.202
H -2.93861 3.09256 -2.37971 0.0 0.1 0.0 0.408
H -1.17773 3.34112 -2.39429 0.0 0.0 0.0 0.435
H -4.75319 -2.60241 -1.76898 0.0 -0.1 -0.1 0.449
H -6.33579 -4.38074 -1.33440 0.0 -0.1 0.0 0.363
H -7.10297 -4.52474 0.25519 0.0 -0.1 0.0 0.386
H -7.80790 -3.47795 -0.97334 -0.1 -0.1 0.0 0.292